Entry 1:
Molecular formula: C53H70CrN8P3SSi
Method: DFT, wB97M-V/def2-TZVPD

Calculated values
Energy: -5255.7184 hartree
Charge: +1
LUMO level (spin up / spin down): -2.4 / -2.6 eV
2S+1: 5
Orbital gap (spin up / spin down): 5.06 / 7.19 eV

Last column: natural (NBO) charge in e.
Element x y z (Å)
Cr 0.06905 -0.19040 -0.29709  1.117
S -4.94695 -5.78130 -0.41129  0.906
P -1.08695 -0.99590 3.03411  0.895
P -0.15915 2.46190 -0.36689  0.880
P 2.56305 -0.58170 -1.25439  0.875
Si 1.37845 0.55230 1.59551  1.101
N -1.12225 -0.65580 -4.55419  -0.152
N -1.94805 -0.47000 -0.13429  -0.619
N -0.02365 -2.21970 0.25701  -0.631
N -0.59225 -0.57340 -2.46689  -0.375
N -0.13415 0.22480 -4.40429  -0.029
N -5.11465 -4.16670 -0.56189  -0.594
N 0.17115 0.25890 -3.16819  -0.060
N -3.34235 -5.79620 -0.12519  -0.609
C 3.90465 0.51210 -2.02919  -0.471
C 4.13725 1.78240 -1.23189  -0.603
C 0.93965 3.13720 -2.80859  -0.615
C -1.40705 -1.14650 -3.33029  0.201
C -0.88055 4.73180 -2.15769  -0.605
C 5.25805 -0.16930 -2.22989  -0.619
C -1.28565 -2.72650 0.04761  0.197
C -2.92385 1.07730 3.71001  -0.604
C 5.12875 -2.30620 1.49521  -0.194
C 0.41645 1.17260 6.19221  -0.185
C -1.55115 -4.13210 0.11561  -0.155
C -2.95195 0.05590 -6.05029  -0.217
C 3.41105 -1.09920 0.30101  -0.349
C -1.57715 -3.72500 3.55781  -0.607
C -0.10635 0.15550 4.07011  -0.306
C -2.89945 0.42120 -0.33869  0.068
C 1.43495 1.88830 5.58601  -0.224
C -2.77325 3.60070 0.32841  -0.626
C 3.60935 -0.90340 2.68781  -0.152
C -0.52895 -4.98970 0.48531  -0.115
C 0.94035 0.84250 3.45491  -0.518
C 3.08855 4.82420 0.56361  -0.198
C -0.37375 3.29470 -2.04149  -0.508
C 3.34515 2.70720 1.64941  -0.155
C -3.66635 -2.19300 -0.38749  -0.042
C 0.69935 -4.43750 0.83681  -0.324
C -4.04195 -0.19770 -5.01019  -0.618
C 1.74705 -3.13700 -2.24879  -0.590
C -1.74975 -0.88330 -5.82209  -0.222
C -2.87425 -0.40600 3.34691  -0.483
C -1.35355 3.30640 0.85041  -0.495
C 2.95265 -0.55710 1.51561  -0.509
C 1.88675 4.39730 0.03101  -0.238
C -4.23625 0.11820 -0.56299  -0.325
C 1.68265 1.72320 4.23591  -0.147
C 2.77855 -2.03590 -2.46119  -0.481
C 1.40785 3.11690 0.30481  -0.253
C -0.90505 -2.49370 4.15601  -0.495
C -0.80015 4.55940 1.52411  -0.605
C 0.57795 -2.77360 4.40071  -0.602
C 4.47945 -1.99090 0.31351  -0.212
C 0.89185 -3.06660 0.70071  0.082
C 2.12315 2.26840 1.15011  -0.519
C -2.30775 -1.79600 -0.16439  0.046
C -3.74725 -1.19430 4.31661  -0.607
C 3.83345 3.96880 1.35901  -0.216
C 4.70695 -1.74700 2.68751  -0.204
C -3.93205 -3.59670 -0.38609  0.080
C -4.63085 -1.21580 -0.57939  -0.142
C -2.89425 -4.54990 -0.13619  0.190
C 2.77565 -1.62450 -3.93569  -0.605
C -2.52235 1.52070 -6.05569  -0.612
C -0.36025 0.32030 5.43071  -0.223
H 0.22465 1.28230 7.24961  0.220
H -2.07855 -1.92340 -5.87219  0.227
H 4.78925 4.28630 1.74791  0.223
H -1.12395 2.64440 -2.51969  0.218
H 4.45495 1.54710 -0.22049  0.211
H 3.94025 2.02920 2.24541  0.207
H -4.91135 0.41880 -5.22149  0.232
H 1.37085 2.15430 -2.62979  0.227
H -0.92105 -4.18510 2.82661  0.212
H 1.83075 -1.17990 -4.23019  0.201
H -3.85645 -2.22970 4.01211  0.213
H 1.50445 -5.05220 1.20701  0.233
H -4.94795 0.91350 -0.71259  0.230
H -2.92545 3.31560 -0.71059  0.202
H -1.40995 2.53260 1.62931  0.230
H -4.35755 -1.23970 -5.01999  0.213
H 0.15625 4.37670 2.00271  0.223
H 5.20995 -1.07640 -2.82349  0.207
H 0.76375 3.23650 -3.87649  0.223
H 3.24005 2.38760 -1.19069  0.212
H -2.51405 -3.48170 3.06301  0.199
H 3.24185 -0.50970 3.62281  0.214
H 3.76085 -2.46150 -2.23569  0.224
H -3.36665 -1.16410 5.33341  0.201
H 1.83645 -3.87530 -3.04429  0.216
H -0.24575 5.44680 -1.64609  0.205
H 2.93225 -2.51150 -4.54949  0.221
H -3.32505 -0.51160 2.35051  0.213
H 1.32865 5.07250 -0.59549  0.210
H -5.66085 -1.49420 -0.74089  0.240
H -2.14625 -1.88730 -3.11219  0.250
H 2.03985 2.56920 6.16651  0.220
H 3.44665 5.81980 0.34661  0.223
H -2.24095 1.65890 3.09501  0.199
H -0.70775 -6.05180 0.53661  0.241
H -0.69595 5.38290 0.82331  0.206
H 5.91585 0.52290 -2.75299  0.228
H 0.72935 -2.74680 -2.26359  0.187
H -2.07155 1.79900 -5.10629  0.201
H -4.73995 -0.74540 4.32061  0.216
H 3.48215 0.79490 -3.00039  0.227
H 1.09645 -2.95780 3.46051  0.201
H -0.98975 -0.70040 -6.58289  0.241
H -3.38235 2.16440 -6.22229  0.225
H 4.92105 2.37100 -1.70379  0.218
H 2.47035 2.29980 3.78211  0.202
H 0.68735 -3.65450 5.03111  0.217
H 1.65585 3.89360 -2.50229  0.216
H 5.95835 -2.99570 1.47821  0.223
H 1.85425 -2.64220 0.94661  0.228
H -3.34955 -0.19060 -7.03899  0.223
H -2.65435 1.23680 4.75021  0.216
H -3.51665 3.08600 0.93311  0.229
H -2.56555 1.44380 -0.33389  0.197
H -1.79805 1.71290 -6.84239  0.220
H 4.80795 -2.47880 -0.59219  0.213
H 3.56255 -0.92130 -4.18349  0.216
H -1.89245 4.85110 -1.79019  0.218
H -1.38035 -2.24560 5.10991  0.211
H 5.71405 -0.39870 -1.27019  0.221
H -2.97615 4.66670 0.40351  0.228
H -3.69765 0.04920 -4.00599  0.199
H -1.78635 -4.45610 4.33571  0.218
H -3.93335 1.45880 3.56011  0.213
H 1.06975 -1.93890 4.89681  0.215
H -1.16305 -0.22880 5.90441  0.213
H -1.49545 4.86680 2.30131  0.225
H 5.21505 -1.98220 3.61071  0.224
H -0.88285 4.99790 -3.21419  0.224
H 1.91165 -3.64710 -1.30519  0.224

Forces on the atoms, in the same order (eV/Å):
Cr -0.279 -0.027 -0.440
S 0.944 1.043 0.038
P -0.336 -0.160 0.935
P 0.073 1.041 0.134
P 0.983 -0.396 -0.124
Si 1.182 0.676 0.739
N 0.176 -0.304 1.748
N -0.072 0.002 0.125
N 0.127 0.103 -0.314
N -0.138 -0.381 -0.090
N 0.146 0.358 -0.587
N -0.249 0.096 -0.036
N 0.244 0.281 -0.481
N 0.118 -0.230 0.026
C -0.411 0.323 0.067
C -0.082 -0.054 -0.171
C 0.022 -0.165 0.131
C 0.306 0.268 -0.313
C -0.075 -0.162 0.136
C -0.245 -0.128 -0.061
C -0.496 -0.276 -0.018
C -0.018 -0.112 -0.232
C 0.066 -0.064 0.039
C -0.146 -0.072 0.065
C 1.213 0.014 0.177
C 0.031 0.044 0.264
C -0.084 0.037 -0.160
C -0.009 0.140 0.067
C -0.268 -0.150 -0.174
C -0.672 0.408 -0.139
C 0.086 0.018 -0.021
C 0.037 -0.072 -0.029
C 0.028 0.060 0.172
C -0.421 0.419 -0.251
C -0.273 -0.345 -0.605
C -0.078 0.070 -0.120
C -0.079 -0.463 0.056
C 0.102 0.141 0.074
C -0.189 1.300 -0.084
C 0.223 0.389 0.054
C 0.113 -0.027 -0.227
C 0.108 -0.036 0.011
C -0.635 0.158 -1.021
C 0.158 -0.049 -0.285
C 0.071 -0.519 0.027
C -0.629 0.088 -0.102
C 0.053 0.011 -0.050
C 0.451 0.615 0.087
C 0.233 0.227 0.042
C -0.352 0.018 0.186
C 0.077 -0.243 -0.130
C -0.006 0.209 -0.171
C 0.144 -0.212 0.106
C -0.133 0.142 0.114
C -0.047 -0.038 -0.086
C 0.332 -0.622 0.302
C -0.508 -0.384 -0.183
C -0.143 -0.600 0.040
C 0.102 0.005 -0.229
C -0.014 -0.139 0.136
C 0.045 -0.057 -0.035
C -0.420 -1.332 0.066
C 0.442 -0.773 0.047
C -1.191 -0.475 -0.149
C 0.076 0.097 0.115
C -0.079 -0.203 -0.097
C 0.106 0.073 0.048
H -0.024 0.032 0.081
H 0.156 0.048 0.061
H 0.096 0.022 0.046
H 0.107 0.076 0.015
H 0.072 -0.012 0.029
H 0.129 -0.029 0.098
H -0.090 0.046 0.022
H 0.146 0.095 -0.080
H 0.010 -0.045 -0.044
H -0.052 -0.010 -0.046
H -0.041 -0.140 0.089
H 0.095 -0.001 -0.003
H -0.019 0.117 0.000
H -0.106 0.011 -0.049
H -0.053 0.145 -0.142
H -0.079 -0.105 0.042
H 0.053 0.065 0.063
H 0.062 -0.114 -0.020
H -0.020 0.029 -0.158
H -0.011 0.130 0.104
H -0.148 -0.067 -0.095
H -0.008 0.044 0.202
H -0.107 0.140 0.000
H 0.060 -0.004 0.165
H 0.027 -0.086 -0.069
H 0.053 0.096 0.040
H -0.002 -0.076 0.021
H 0.018 0.011 0.087
H -0.016 0.057 -0.043
H -0.076 -0.097 -0.007
H -0.256 -0.192 0.063
H 0.051 0.068 0.034
H 0.045 0.067 -0.028
H 0.023 0.121 0.052
H -0.071 -0.123 0.030
H 0.040 0.115 -0.101
H 0.033 0.084 -0.020
H 0.002 -0.066 0.038
H 0.038 0.096 0.139
H -0.111 0.003 0.068
H 0.027 -0.058 0.055
H 0.065 -0.064 -0.095
H -0.006 -0.138 0.062
H -0.072 0.051 -0.009
H 0.114 0.056 -0.066
H 0.114 0.098 0.059
H 0.047 -0.128 0.027
H 0.082 0.089 -0.022
H 0.096 -0.085 0.012
H -0.039 -0.093 0.002
H 0.074 -0.087 0.028
H 0.034 0.070 0.065
H -0.104 -0.041 0.012
H -0.155 -0.022 -0.015
H 0.124 0.066 -0.075
H 0.064 0.053 -0.061
H 0.056 0.079 -0.076
H -0.107 0.068 0.078
H 0.032 -0.034 -0.054
H 0.080 0.004 0.048
H -0.016 0.066 -0.057
H -0.017 0.069 0.117
H -0.026 -0.134 0.062
H -0.099 0.044 -0.014
H 0.056 -0.034 0.048
H -0.044 -0.029 0.014
H -0.181 0.052 0.062
H 0.020 -0.047 0.089
H 0.001 0.048 -0.082
H -0.082 -0.069 -0.055



Entry 2:
Molecular formula: C3H3BrF3I
Method: DFT, wB97M-V/def2-TZVPD

Calculated values
Energy: -3287.3027 hartree
Energy above the lowest of the compared OMol25 structures with the same formula, charge and spin: 278.3 kJ/mol
LUMO level (spin up / spin down): -1.0 / -1.0 eV
2S+1: 1
Orbital gap (spin up / spin down): 7.97 / 7.82 eV

Last column: natural (NBO) charge in e.
Element x y z (Å)
I -2.17337 -1.88630 -0.26335  0.248
Br -2.75093 1.16693 -1.16912  0.137
F 1.97032 -0.45126 1.65381  -0.315
F 1.23414 -1.52093 0.05182  -0.356
F 2.22751 0.23678 -0.42169  -0.310
C -1.41769 -0.11389 -1.01274  -0.517
C 0.22533 0.64339 0.63320  -0.426
C 1.41036 -0.21999 0.48269  0.916
H -0.63682 -0.10197 -1.69088  0.192
H -0.28088 0.60659 1.52619  0.207
H 0.19202 1.64065 0.21006  0.225

Forces on the atoms, in the same order (eV/Å):
I 0.257 -0.355 -0.169
Br 0.064 0.643 -0.268
F 1.256 0.843 1.334
F -1.288 0.077 -0.286
F 1.693 1.384 -0.682
C 0.623 0.495 3.834
C -2.006 -0.234 -3.612
C -1.171 -1.937 -0.411
H 0.996 -0.238 -1.573
H -1.103 -0.518 1.955
H 0.680 -0.157 -0.123



Result set for strongest force on any atom: 1.78 4.14 eV Å⁻¹, one per record in the order listed.